Formula: C28H56Br16O6
Source: the Open Molecules 2025 dataset
Level of theory: ωB97M-V/def2-TZVPD

```
! RIJCOSX wB97M-V def2-TZVPD def2/J DEFGRID3
* xyz 0 1
C -0.111 2.444 -1.892
C 0.479 0.997 -1.977
O 0.927 0.643 -0.653
C 0.118 -0.063 0.182
C 0.769 -0.345 1.440
O -0.989 -0.565 0.014
H -0.608 2.725 -2.821
H 0.627 3.184 -1.582
H -0.907 2.503 -1.149
H -0.313 0.334 -2.325
H 1.276 1.101 -2.714
H 1.616 -0.989 1.201
H 0.175 -0.762 2.253
H 1.143 0.590 1.857
C 10.112 0.881 -6.136
C 10.028 2.265 -5.484
O 8.686 2.523 -5.073
C 7.853 3.275 -5.838
C 6.594 3.743 -5.077
O 8.021 3.673 -6.994
H 11.077 0.427 -5.912
H 10.152 0.788 -7.221
H 9.281 0.308 -5.726
H 10.716 2.222 -4.640
H 10.538 2.910 -6.199
H 6.297 4.731 -5.428
H 6.744 3.782 -3.998
H 5.806 2.994 -5.149
C -5.409 -5.704 4.621
C -5.449 -5.523 6.083
O -4.952 -4.205 6.387
C -3.535 -4.110 6.633
C -3.110 -2.591 6.638
O -2.744 -5.067 6.958
H -6.030 -4.949 4.139
H -6.041 -6.589 4.543
H -4.404 -5.821 4.214
H -6.512 -5.544 6.323
H -4.901 -6.294 6.626
H -3.223 -2.176 7.640
H -3.604 -1.971 5.891
H -2.028 -2.647 6.518
Br 3.941 -4.630 11.735
C 2.944 -3.728 10.223
C 3.524 -4.264 8.936
Br 3.241 -2.940 7.408
H 3.274 -2.698 10.360
H 1.879 -3.853 10.419
H 3.288 -5.251 8.541
H 4.605 -4.205 9.063
Br -6.565 7.490 4.981
C -5.638 6.792 3.306
C -5.952 5.271 3.203
Br -5.445 4.701 1.437
H -4.553 6.870 3.382
H -6.123 7.332 2.493
H -7.006 5.037 3.357
H -5.355 4.716 3.927
Br 3.800 -9.617 3.920
C 2.034 -8.616 3.683
C 2.261 -7.399 2.826
Br 0.382 -6.734 2.701
H 1.662 -8.414 4.687
H 1.341 -9.311 3.209
H 2.572 -7.770 1.849
H 2.935 -6.622 3.188
Br -0.916 -0.847 -7.853
C -1.405 -1.975 -9.335
C -2.723 -2.584 -8.816
Br -3.348 -3.836 -10.267
H -0.563 -2.638 -9.535
H -1.451 -1.333 -10.215
H -3.588 -1.926 -8.736
H -2.633 -3.148 -7.888
Br -0.283 4.641 4.009
C -0.326 3.594 5.600
C -0.375 4.519 6.823
Br -0.577 3.247 8.374
H 0.602 3.034 5.713
H -1.162 2.896 5.638
H -1.250 5.163 6.909
H 0.581 5.009 7.010
Br 4.652 -2.280 -4.006
C 4.113 -4.041 -3.225
C 3.272 -4.810 -4.223
Br 2.374 -6.302 -3.069
H 3.756 -4.020 -2.195
H 5.095 -4.494 -3.093
H 3.941 -5.258 -4.957
H 2.501 -4.173 -4.657
Br -1.026 9.966 -5.897
C -2.536 8.812 -5.229
C -3.168 9.663 -4.164
Br -4.836 8.762 -3.364
H -2.136 7.824 -5.002
H -3.246 8.760 -6.055
H -3.566 10.618 -4.508
H -2.471 9.864 -3.351
Br -6.353 -0.682 -4.757
C -6.508 1.060 -3.898
C -5.541 2.016 -4.607
Br -6.199 2.753 -6.216
H -6.393 0.961 -2.819
H -7.520 1.403 -4.114
H -4.628 1.565 -4.995
H -5.374 2.934 -4.043
*
```

Properties
Structure (SMILES) ... CCOC(C)=O.CCOC(C)=O.CCOC(C)=O.BrCCBr.BrCCBr.BrCCBr.BrCCBr.BrCCBr.BrCCBr.BrCCBr.BrCCBr
Energy above the lowest of the compared OMol25 structures with the same formula, charge and spin ... 2.474 eV